The following is a quantum chemistry calculation of a molecular structure, C5H10N2O, from the OMol25 dataset.

Structure (XYZ):
```
18
Properties=species:S:1:pos:R:3:lowdin_charge:R:1
C 1.002 2.273 1.062 -0.04
C 1.588 0.056 0.039 -0.05
C 0.909 0.769 0.997 -0.54
O 0.107 0.248 1.879 -0.06
H 2.283 0.560 -0.619 0.05
H 0.003 2.711 0.994 0.08
H 1.407 2.556 2.037 0.08
H 1.639 2.688 0.282 0.07
H -0.019 -0.412 -0.743 0.08
H 1.708 -1.016 0.153 0.06
C -1.423 -1.946 0.049 -0.29
C -1.430 -0.786 -2.163 0.09
N -0.902 -0.965 -1.028 0.05
N -1.094 -1.838 1.221 0.09
H -0.375 -0.805 1.593 0.02
H -2.079 -2.671 -0.449 0.09
H -2.302 -1.368 -2.453 0.10
H -1.020 -0.054 -2.852 0.10
```

The calculation puts the relative energy (zero: lowest compared OMol25 entry of this formula, charge and spin) at 84.5 kcal/mol. As for the spin multiplicity: 1.

---

The following is a quantum chemistry calculation of 2 unconnected molecules or ions with the total composition C5H10N2O at a distorted geometry, from the OMol25 dataset.

Structure (XYZ):
```
18
Properties=species:S:1:pos:R:3:lowdin_charge:R:1
C -2.095 0.401 -0.075 -0.04
C -1.079 -0.660 -0.355 -0.31
C -0.944 -1.759 -1.120 -0.11
N 0.221 -2.383 -0.809 0.03
C 0.817 -1.634 0.183 -0.20
N 0.110 -0.579 0.446 0.08
H -2.487 0.907 -0.944 0.07
H -1.702 1.057 0.696 0.07
H -2.832 -0.147 0.534 0.08
H -1.631 -2.223 -1.804 0.11
H 0.511 -3.291 -1.144 0.15
H 1.655 -2.100 0.676 0.11
C 1.368 2.753 1.349 -0.20
O 1.208 2.670 -0.039 -0.12
H 2.284 3.267 1.660 0.07
H 0.551 3.370 1.750 0.08
H 1.335 1.782 1.852 0.07
H 1.390 1.791 -0.369 0.06
```

The calculation puts the relative energy (zero: lowest compared OMol25 entry of this formula, charge and spin) at 28.8 kcal/mol. Its SMILES is Cc1c[nH]cn1.CO. As for the spin multiplicity: 1.

---

The following is a quantum chemistry calculation of C5H10N2O in the gas phase, from the OMol25 dataset.

Structure (XYZ):
```
18
Properties=species:S:1:pos:R:3:lowdin_charge:R:1
C 0.382 -2.034 -0.252 -0.06
C -1.034 0.218 0.092 -0.56
C 0.222 -0.570 -0.019 -0.25
C 1.159 0.408 0.125 -0.20
N -2.024 -0.003 -0.897 0.12
N -0.208 1.559 -0.010 0.15
C 2.408 0.815 0.391 -0.04
O -1.721 0.263 1.332 0.02
H -1.129 -0.114 1.992 0.11
H -1.676 0.059 -1.842 0.09
H -2.875 0.524 -0.754 0.09
H -0.396 2.229 0.735 0.13
H -0.265 2.006 -0.920 0.12
H 0.346 -2.628 0.670 0.07
H -0.405 -2.413 -0.909 0.07
H 1.349 -2.232 -0.721 0.08
H 3.039 0.199 1.018 0.03
H 2.829 1.715 -0.033 0.02
```

The calculation puts the relative energy (zero: lowest compared OMol25 entry of this formula, charge and spin) at 83.5 kcal/mol. As for the spin multiplicity: 1.

---

| no. | electronic energy (eV) | HOMO level (eV) |
| --- | --- | --- |
| 1 | -10371.6405 | -8.1666 |
| 2 | -10374.0571 | -8.8208 |
| 3 | -10371.6829 | -6.5288 |